The following is a DFT calculation (the ωB97M-V functional and the def2-TZVPD basis) of one molecule with the formula C18H26N6O2.

Geometry as XYZ:
```
52
Properties=species:S:1:pos:R:3:lowdin_charge:R:1
C -1.640 6.424 -0.626 -0.068
C -1.448 4.934 -0.845 -0.252
H -2.259 4.512 -1.450 0.118
H -0.501 4.726 -1.359 0.118
O -1.437 4.301 0.429 0.005
C -1.307 2.982 0.433 -0.428
N -1.301 2.418 1.631 0.195
C -1.161 1.086 1.629 -0.361
N -1.037 0.336 0.539 0.186
C -1.070 1.011 -0.609 -0.391
N -1.194 2.339 -0.721 0.193
N -0.992 0.323 -1.758 0.065
H -0.944 0.882 -2.594 0.136
C -0.743 -1.094 -1.815 -0.161
H -1.411 -1.580 -1.098 0.111
H -0.987 -1.445 -2.819 0.114
C 0.706 -1.484 -1.443 -0.181
N 1.760 -1.104 -2.352 -0.175
C 1.672 -1.659 -3.687 -0.173
C 3.022 -1.452 -4.378 -0.199
H 2.989 -1.799 -5.412 0.124
O 3.366 -0.087 -4.431 -0.132
C 3.413 0.465 -3.135 -0.195
C 2.067 0.310 -2.423 -0.170
H 2.130 0.717 -1.413 0.129
H 1.310 0.879 -2.990 0.117
H 3.670 1.518 -3.261 0.125
H 4.193 -0.037 -2.544 0.127
H 3.794 -2.009 -3.827 0.127
H 1.454 -2.727 -3.618 0.127
H 0.889 -1.171 -4.295 0.124
H 0.934 -1.045 -0.469 0.109
H 0.741 -2.574 -1.345 0.120
N -1.151 0.540 2.866 0.130
C -1.020 -0.777 3.287 -0.229
C -0.835 -1.845 2.412 -0.017
C -0.709 -3.128 2.907 -0.042
C -0.763 -3.391 4.270 -0.293
C -0.948 -2.321 5.136 -0.051
C -1.075 -1.032 4.656 -0.027
H -1.219 -0.212 5.346 0.109
H -0.994 -2.496 6.201 0.109
C -0.606 -4.790 4.786 -0.058
H -1.190 -5.488 4.189 0.077
H 0.439 -5.097 4.730 0.081
H -0.927 -4.861 5.822 0.072
H -0.566 -3.947 2.216 0.112
H -0.795 -1.652 1.354 0.070
H -1.264 1.235 3.592 0.146
H -2.581 6.606 -0.115 0.076
H -0.833 6.817 -0.014 0.076
H -1.646 6.938 -1.583 0.075
```

The calculation puts the HOMO energy at -0.2928 Ha. The calculation puts the LUMO energy at 0.75 eV. The calculation puts the energy above the lowest of the compared OMol25 structures with the same formula, charge and spin at 31.4 kJ/mol. The frontier orbital gap is 0.3203 hartree. As for the SMILES: CCOc1nc(NCCN2CCOCC2)nc(Nc2ccc(C)cc2)n1. Its total energy is -1180.56680 Eh.